This record from the OMol25 dataset describes a molecular structure, C27H24BrN4NiO6Se2Si. The level of theory is ωB97M-V with the def2-TZVPD basis set.

```
66
C27H24BrN4NiO6Se2Si | the OMol25 dataset | ωB97M-V with the def2-TZVPD basis set
Ni 0.149 -0.084 -0.069
O 4.079 -0.254 4.312
C 2.911 0.084 4.817
O 2.753 0.314 5.998
C 1.774 0.201 3.866
C 0.510 0.614 4.229
N -0.253 0.582 3.124
N 0.446 0.187 2.059
C 1.678 -0.030 2.474
C 2.707 -0.298 1.410
O 3.877 -0.531 1.776
O 2.288 -0.197 0.232
H 4.034 -0.380 3.297
H 0.137 0.937 5.186
H -1.129 1.055 2.931
Se -2.724 1.235 -2.103
Se -1.968 -0.730 -3.067
C -0.114 -0.261 -3.279
C 0.396 -0.308 -4.568
C 1.712 0.070 -4.774
C 2.444 0.521 -3.694
C 1.851 0.533 -2.441
N 0.601 0.111 -2.223
C -3.050 0.490 -0.359
C -4.304 0.669 0.208
C -4.569 0.051 1.417
C -3.600 -0.768 1.975
C -2.382 -0.886 1.327
N -2.092 -0.227 0.206
H -0.241 -0.610 -5.387
H 2.142 0.039 -5.768
H 3.467 0.854 -3.801
H 2.394 0.852 -1.565
H -5.053 1.258 -0.303
H -5.532 0.176 1.895
H -3.778 -1.312 2.892
H -1.591 -1.526 1.700
Br 0.248 8.768 -0.248
C -0.030 6.902 0.007
C 0.835 6.002 -0.591
C 0.617 4.644 -0.410
C -0.444 4.194 0.366
C -1.290 5.118 0.964
C -1.094 6.480 0.786
C -0.689 2.706 0.558
O -1.554 2.367 1.383
O 0.044 1.957 -0.152
H 1.664 6.358 -1.187
H 1.266 3.913 -0.873
H -2.102 4.750 1.577
H -1.755 7.203 1.243
C -1.583 -5.747 -0.971
Si -0.026 -5.151 -0.099
C 1.460 -5.879 -0.987
C -0.050 -5.803 1.663
C 0.044 -3.347 -0.107
C 0.098 -2.122 -0.109
H -1.633 -6.838 -1.015
H -1.615 -5.360 -1.992
H -2.473 -5.383 -0.452
H 1.443 -6.972 -0.981
H 2.384 -5.546 -0.510
H 1.485 -5.541 -2.025
H -0.065 -6.895 1.696
H -0.931 -5.432 2.192
H 0.832 -5.453 2.204
```

charge	-1
multiplicity	3
expectation value of S²	2.0054
energy above the lowest of the compared OMol25 structures with the same formula, charge and spin	0.000	eV
HOMO-LUMO gap (spin up / spin down)	7.70 / 7.76	eV
E_HOMO (spin up / spin down)	-5.92 / -5.98	eV
lowest unoccupied orbital energy (spin up / spin down)	1.779 / 1.782	eV
maximum force	0.5	eV Å⁻¹


This record from the OMol25 dataset describes a molecular structure, C27H24IrN2S2. The level of theory is ωB97M-V with the def2-TZVPD basis set.

```
56
C27H24IrN2S2 | the OMol25 dataset | ωB97M-V with the def2-TZVPD basis set
Ir 1.337 0.380 0.095
C -4.106 -1.930 -0.613
C -3.243 -2.450 0.538
C -3.972 -3.620 1.219
C -3.055 -1.278 1.453
C -1.951 -2.923 -0.005
C -1.757 -4.084 -0.814
C -0.520 -4.433 -1.340
C 0.598 -3.616 -1.135
S 2.102 -3.485 -1.988
C 2.464 -1.970 -1.159
N 1.404 -1.544 -0.458
C 0.365 -2.459 -0.384
C -0.860 -2.103 0.168
C 3.583 -1.056 -1.171
C 4.833 -1.252 -1.796
C 5.795 -0.253 -1.657
C 5.472 0.921 -0.977
C 4.249 1.095 -0.346
C 3.257 0.135 -0.430
H -4.988 -1.498 -0.149
H -4.374 -2.735 -1.328
H -3.607 -1.094 -1.139
H -4.851 -3.183 1.691
H -3.330 -4.043 1.997
H -4.235 -4.452 0.501
H -4.035 -0.896 1.777
H -2.573 -0.442 0.918
H -2.390 -1.473 2.314
H -2.567 -4.765 -1.050
H -0.466 -5.393 -1.859
H -0.886 -1.137 0.687
H 5.052 -2.201 -2.269
H 6.798 -0.376 -2.084
H 6.235 1.681 -0.884
H 3.970 2.045 0.157
C 0.550 1.869 -2.455
C 0.297 2.696 -1.252
C -0.346 3.977 -1.291
C -0.658 4.729 -0.193
C -0.429 4.163 1.084
C -0.736 4.806 2.300
C -0.421 4.192 3.542
C 0.305 3.017 3.606
C 0.603 2.325 2.373
S 1.577 0.852 2.214
C 0.235 2.874 1.134
N 0.648 2.220 -0.041
H 0.379 2.519 -3.327
H -0.189 1.037 -2.429
H 1.578 1.460 -2.399
H -0.622 4.392 -2.250
H -1.115 5.705 -0.348
H -1.232 5.757 2.243
H -0.792 4.700 4.450
H 0.623 2.595 4.558
```

charge	+1
multiplicity	5
expectation value of S²	6.0764
HOMO-LUMO gap (spin up / spin down)	5.58 / 5.58	eV
E_HOMO (spin up / spin down)	-9.14 / -11.15	eV
lowest unoccupied orbital energy (spin up / spin down)	-3.561 / -5.565	eV
maximum force	3.1	eV Å⁻¹


This record from the OMol25 dataset describes a molecular structure, C27H24N2O6PdS2Te. The level of theory is ωB97M-V with the def2-TZVPD basis set.

```
63
C27H24N2O6PdS2Te | the OMol25 dataset | ωB97M-V with the def2-TZVPD basis set
Pd -0.835 1.693 0.385
C 4.687 1.020 -2.579
C 5.017 1.612 -1.364
C 4.077 1.704 -0.351
C 2.795 1.207 -0.558
C 2.455 0.633 -1.775
C 3.404 0.530 -2.781
N 1.760 1.274 0.409
N 2.141 1.295 1.588
C 1.095 1.373 2.535
C 1.506 1.413 3.870
C 0.581 1.536 4.886
C -0.771 1.631 4.563
C -1.189 1.583 3.243
C -0.267 1.440 2.207
H 5.425 0.956 -3.370
H 6.012 2.013 -1.211
H 4.306 2.175 0.595
H 1.440 0.281 -1.908
H 3.136 0.079 -3.729
H 2.570 1.360 4.070
H 0.904 1.569 5.920
H -1.509 1.744 5.349
H -2.240 1.664 2.997
O -3.981 4.188 -1.095
S -3.771 2.772 -0.882
O -4.706 1.920 -1.608
O -3.598 2.357 0.501
C -2.174 2.424 -1.745
C -2.260 1.369 -2.674
C -1.271 1.120 -3.598
C -0.134 1.929 -3.628
C 0.011 2.919 -2.683
C -0.985 3.175 -1.726
S -0.476 4.420 -0.499
O 0.896 3.981 -0.222
O -0.568 5.717 -1.132
O -1.357 4.192 0.640
H -3.164 0.778 -2.660
H -1.387 0.301 -4.298
H 0.649 1.763 -4.359
H 0.913 3.516 -2.639
C 0.088 -6.605 0.474
C -0.423 -5.188 0.505
C -1.762 -4.894 0.299
C -2.247 -3.589 0.325
C -3.718 -3.377 0.088
C -1.372 -2.510 0.566
Te -2.289 -0.565 0.579
C -0.016 -2.804 0.783
C 0.994 -1.730 1.059
C 0.431 -4.123 0.747
H -0.722 -7.307 0.271
H 0.543 -6.886 1.428
H 0.848 -6.739 -0.300
H -2.461 -5.705 0.109
H -4.219 -4.330 -0.091
H -3.888 -2.718 -0.767
H -4.188 -2.888 0.944
H 0.504 -0.775 1.207
H 1.688 -1.622 0.220
H 1.585 -1.959 1.950
H 1.488 -4.314 0.921
```

charge	-2
energy above the lowest of the compared OMol25 structures with the same formula, charge and spin	1.425	eV
HOMO-LUMO gap	5.92	eV
E_HOMO	-1.74	eV
lowest unoccupied orbital energy	4.174	eV
maximum force	0.6	eV Å⁻¹


This record from the OMol25 dataset describes a molecular structure, C27H24N9O3S2Ti. The level of theory is ωB97M-V with the def2-TZVPD basis set.

```
66
C27H24N9O3S2Ti | the OMol25 dataset | ωB97M-V with the def2-TZVPD basis set
Ti -0.379 -0.489 0.812
N 0.200 -0.385 5.108
C -0.731 -0.300 4.146
N -0.129 -0.220 2.976
C 1.204 -0.285 3.281
N 1.415 -0.367 4.576
C 2.230 -0.340 2.256
C 3.597 -0.373 2.569
N 4.518 -0.421 1.631
C 4.114 -0.474 0.372
C 2.759 -0.495 0.044
N 1.817 -0.415 0.983
H 0.090 -0.500 6.106
H -1.789 -0.279 4.331
H 3.930 -0.370 3.596
H 4.891 -0.513 -0.380
H 2.423 -0.576 -0.983
C -1.653 3.251 -3.940
C -0.246 2.664 -4.027
N -0.152 1.312 -3.500
C -0.157 0.206 -4.434
C -1.574 -0.299 -4.692
C -0.164 1.110 -2.186
S -0.166 -0.517 -1.598
N -0.156 2.218 -1.439
C -0.172 2.303 -0.136
O -0.201 1.301 0.673
C -0.142 3.673 0.404
C -0.097 4.770 -0.461
C -0.077 6.053 0.045
C -0.098 6.262 1.416
C -0.148 5.179 2.282
C -0.169 3.890 1.783
H -1.637 4.256 -4.354
H -1.986 3.304 -2.907
H -2.365 2.656 -4.503
H 0.441 3.300 -3.466
H 0.074 2.634 -5.069
H 0.450 -0.601 -4.015
H 0.307 0.543 -5.365
H -2.051 -0.561 -3.751
H -1.534 -1.183 -5.320
H -2.169 0.463 -5.188
H -0.080 4.599 -1.524
H -0.044 6.898 -0.626
H -0.083 7.269 1.804
H -0.171 5.352 3.347
H -0.210 3.040 2.453
O 0.835 -2.793 2.952
C 0.320 -3.235 1.936
N -0.151 -2.441 0.919
C -0.747 -3.239 -0.047
O -1.396 -2.786 -0.968
C -0.501 -4.657 0.305
C -0.779 -5.833 -0.359
C -0.468 -7.022 0.295
C 0.076 -7.021 1.570
C 0.377 -5.834 2.231
C 0.097 -4.655 1.570
H -1.212 -5.827 -1.347
H -0.660 -7.962 -0.196
H 0.272 -7.961 2.061
H 0.809 -5.834 3.219
S -4.972 -0.443 0.867
C -3.413 -0.488 0.906
N -2.222 -0.515 0.956
```

charge	+1
HOMO-LUMO gap	7.49	eV
E_HOMO	-11.49	eV
lowest unoccupied orbital energy	-4.007	eV
maximum force	1.9	eV Å⁻¹


This record from the OMol25 dataset describes a molecular structure, C27H25BHgN11O6S. The level of theory is ωB97M-V with the def2-TZVPD basis set.

```
72
C27H25BHgN11O6S | the OMol25 dataset | ωB97M-V with the def2-TZVPD basis set
Hg 0.112 -0.367 -0.024
O 4.512 -5.115 1.145
C 3.793 -3.951 1.099
C 2.585 -3.820 1.764
C 1.887 -2.630 1.649
N 2.340 -1.603 0.929
C 3.542 -1.705 0.351
C 4.293 -2.869 0.397
C 4.161 -0.461 -0.317
O 5.246 -0.635 -0.895
O 3.524 0.616 -0.168
C 0.588 -2.447 2.458
O 0.447 -3.242 3.403
O -0.186 -1.536 2.081
H 4.007 -5.740 1.672
H 2.160 -4.610 2.374
H 5.254 -2.892 -0.098
N -4.335 -0.560 -0.152
C -4.289 0.817 -0.213
C -5.282 1.772 -0.129
C -4.902 3.113 -0.248
C -3.567 3.445 -0.453
C -2.569 2.477 -0.543
C -2.925 1.134 -0.405
N -2.167 -0.012 -0.413
C -3.039 -1.047 -0.253
C -2.789 -2.429 -0.239
C -3.754 -3.458 -0.139
S -2.961 -5.004 -0.097
C -1.426 -4.176 -0.280
N -1.496 -2.902 -0.344
H -5.115 -1.111 0.149
H -6.315 1.491 0.043
H -5.652 3.892 -0.177
H -3.295 4.491 -0.551
H -1.539 2.754 -0.705
H -4.818 -3.389 0.028
H -0.505 -4.745 -0.320
B -0.425 0.400 -3.562
N 0.357 -0.930 -3.333
C 0.739 -1.806 -4.274
C 1.417 -2.846 -3.660
C 1.403 -2.503 -2.305
N 0.757 -1.355 -2.124
N 0.323 1.554 -2.834
C 0.836 2.652 -3.409
C 1.301 3.493 -2.414
C 1.032 2.793 -1.234
N 0.436 1.635 -1.498
H -0.401 0.642 -4.751
H -1.547 0.301 -3.135
H 0.499 -1.634 -5.311
H 1.867 -3.709 -4.124
H 1.838 -3.025 -1.466
H 0.835 2.767 -4.481
H 1.784 4.451 -2.523
H 1.229 3.093 -0.217
C 1.533 4.017 3.655
N 0.759 2.839 3.348
C -0.662 2.771 3.599
C -1.115 1.687 2.594
O -2.234 1.248 2.574
N -0.023 1.346 1.827
C 1.029 1.989 2.299
N 2.266 1.824 1.856
H 0.875 4.887 3.705
H 2.277 4.204 2.879
H 2.052 3.934 4.616
H -1.173 3.715 3.385
H -0.897 2.462 4.619
H 2.481 1.306 0.972
H 3.023 2.256 2.348
```

charge	-2
multiplicity	2
expectation value of S²	0.7717
HOMO-LUMO gap (spin up / spin down)	3.44 / 6.41	eV
E_HOMO (spin up / spin down)	0.70 / -2.27	eV
lowest unoccupied orbital energy (spin up / spin down)	4.138 / 4.138	eV
maximum force	0.6	eV Å⁻¹


This record from the OMol25 dataset describes a molecular structure, C27H25BrI2N5O4PRu. The level of theory is ωB97M-V with the def2-TZVPD basis set.

```
66
C27H25BrI2N5O4PRu | the OMol25 dataset | ωB97M-V with the def2-TZVPD basis set
Ru 0.248 -0.840 -0.175
I -0.958 -2.518 4.578
C -1.695 -3.065 2.722
C -2.758 -3.989 2.619
C -3.288 -4.350 1.410
I -4.852 -5.728 1.357
C -2.779 -3.776 0.214
C -3.240 -4.033 -1.096
C -2.669 -3.390 -2.163
C -1.641 -2.463 -1.947
N -1.193 -2.201 -0.736
C -1.724 -2.855 0.340
C -1.151 -2.503 1.590
O -0.131 -1.657 1.592
H -3.157 -4.416 3.529
H -4.046 -4.738 -1.248
H -3.006 -3.574 -3.172
H -1.172 -1.923 -2.760
Br 1.600 4.148 -0.821
C 3.119 3.314 -0.051
C 4.197 4.153 0.191
C 5.352 3.656 0.771
C 5.435 2.317 1.123
C 4.357 1.487 0.887
C 3.186 1.961 0.289
C 2.104 0.962 0.075
O 2.218 -0.198 0.572
O 1.065 1.220 -0.597
H 4.122 5.199 -0.072
H 6.184 4.323 0.952
H 6.330 1.926 1.586
H 4.390 0.443 1.168
O 1.094 -1.081 -2.127
N 2.407 -1.210 -2.269
C 3.009 -0.458 -3.208
C 4.365 -0.565 -3.418
C 5.110 -1.448 -2.649
C 4.465 -2.205 -1.685
C 3.106 -2.070 -1.510
H 2.346 0.204 -3.742
H 4.825 0.048 -4.178
H 6.176 -1.542 -2.799
H 5.002 -2.904 -1.061
H 2.533 -2.623 -0.781
C -4.065 2.050 -0.109
N -3.985 1.080 0.984
C -3.529 1.767 2.195
N -2.264 2.480 2.024
C -2.386 3.406 0.895
N -2.815 2.765 -0.349
C -1.779 1.886 -0.900
P -1.420 0.560 0.309
C -3.124 -0.053 0.643
C -1.152 1.551 1.823
H -4.832 2.782 0.149
H -4.373 1.538 -1.023
H -3.428 1.043 3.005
H -4.293 2.494 2.474
H -1.427 3.901 0.734
H -3.129 4.160 1.156
H -0.862 2.441 -1.087
H -2.122 1.459 -1.846
H -3.111 -0.766 1.470
H -3.525 -0.567 -0.235
H -0.219 2.110 1.713
H -1.044 0.879 2.678
```

charge	+1
multiplicity	2
expectation value of S²	0.7590
energy above the lowest of the compared OMol25 structures with the same formula, charge and spin	0.765	eV
HOMO-LUMO gap (spin up / spin down)	7.21 / 6.82	eV
E_HOMO (spin up / spin down)	-10.32 / -10.52	eV
lowest unoccupied orbital energy (spin up / spin down)	-3.116 / -3.701	eV
maximum force	0.8	eV Å⁻¹


This record from the OMol25 dataset describes a molecular structure, C27H25BrN7O2Ru. The level of theory is ωB97M-V with the def2-TZVPD basis set.

```
63
C27H25BrN7O2Ru | the OMol25 dataset | ωB97M-V with the def2-TZVPD basis set
Ru 1.088 0.277 0.066
O -2.962 -0.136 -1.417
C -3.300 1.181 -1.430
C -4.283 1.669 -2.323
C -4.720 2.969 -2.208
C -4.158 3.837 -1.287
C -3.121 3.357 -0.459
C -2.614 2.068 -0.596
C -1.353 1.697 0.107
O -0.850 0.461 -0.221
N -0.322 2.725 -0.194
N 0.948 2.331 -0.047
C 2.076 3.035 -0.155
C 3.350 2.408 -0.008
Br 3.458 0.483 -0.070
C 4.582 3.011 0.174
C 4.909 4.302 0.617
C 6.275 4.653 0.558
C 6.706 5.951 0.760
C 5.830 6.960 1.102
C 4.461 6.614 1.260
C 4.023 5.294 1.087
H -3.706 -0.660 -1.837
H -4.783 0.987 -3.009
H -5.507 3.380 -2.856
H -4.532 4.869 -1.184
H -2.812 3.987 0.352
H -1.565 1.811 1.224
H -0.602 3.714 -0.042
H 2.059 4.087 -0.409
H 5.451 2.383 -0.060
H 7.020 3.844 0.437
H 7.770 6.151 0.690
H 6.182 7.983 1.308
H 3.780 7.427 1.521
H 2.987 5.052 1.258
C -0.135 -2.179 -2.021
C 0.550 -2.596 -0.758
N 1.160 -1.769 0.057
C 1.620 -2.479 1.171
C 1.359 -3.785 0.985
N 0.560 -3.841 -0.227
C 0.030 -5.083 -0.808
N -0.848 -5.800 0.141
N -0.721 -7.195 0.188
N -1.577 -7.695 0.965
C -2.495 -6.693 1.398
C -3.760 -6.821 1.915
C -4.642 -5.711 1.748
C -4.186 -4.518 1.247
C -2.880 -4.362 0.778
C -2.057 -5.472 0.811
H -0.997 -1.583 -1.797
H -0.381 -3.060 -2.618
H 0.596 -1.552 -2.559
H 2.176 -1.938 1.923
H 1.593 -4.679 1.610
H 0.885 -5.721 -1.044
H -0.447 -4.884 -1.764
H -4.025 -7.758 2.399
H -5.685 -5.906 2.025
H -4.831 -3.653 1.221
H -2.625 -3.429 0.306
```

charge	+3
multiplicity	5
expectation value of S²	6.0580
energy above the lowest of the compared OMol25 structures with the same formula, charge and spin	0.000	eV
HOMO-LUMO gap (spin up / spin down)	6.25 / 2.52	eV
E_HOMO (spin up / spin down)	-14.44 / -14.52	eV
lowest unoccupied orbital energy (spin up / spin down)	-8.193 / -11.999	eV
maximum force	3.5	eV Å⁻¹